1.
{
  "formula": "C32H50N3O11P2SV",
  "method": "the ωB97M-V functional and the def2-TZVPD basis",
  "species": ["V", "O", "C", "O", "C", "C", "C", "C", "C", "N", "C", "O", "O", "H", "H", "H", "H", "H", "C", "C", "N", "C", "C", "C", "S", "N", "C", "O", "C", "C", "C", "C", "C", "C", "H", "H", "H", "H", "H", "H", "H", "H", "H", "H", "H", "H", "H", "H", "H", "C", "C", "C", "O", "P", "O", "C", "P", "O", "O", "C", "C", "C", "O", "C", "C", "C", "O", "C", "C", "C", "H", "H", "H", "H", "H", "H", "H", "H", "H", "H", "H", "H", "H", "H", "H", "H", "H", "H", "H", "H", "H", "H", "H", "H", "H", "H", "H", "H", "H", "H"],
  "positions_angstrom": [[0.6083, -0.8407, 0.6200], [-3.3729, -0.5885, 3.5694], [-2.4181, -0.8037, 2.6681], [-2.2455, -0.1367, 1.6845], [-1.5896, -2.0078, 3.0145], [-2.0014, -2.8550, 4.0385], [-1.2490, -3.9770, 4.3245], [-0.1120, -4.2129, 3.5774], [0.2330, -3.3111, 2.5869], [-0.4853, -2.2215, 2.3017], [1.4399, -3.4633, 1.7167], [2.2379, -4.4948, 1.8280], [1.6919, -2.6204, 0.8723], [-3.8842, 0.1958, 3.3219], [-2.8981, -2.6268, 4.5935], [-1.5425, -4.6564, 5.1136], [0.4850, -5.0927, 3.7825], [1.9840, -5.1170, 2.5208], [5.1461, 2.5218, 3.2021], [3.7463, 3.1096, 3.3307], [2.6938, 2.0908, 3.5187], [2.1996, 1.8658, 4.8808], [2.9793, 0.7919, 5.6290], [2.2762, 1.3843, 2.4772], [1.0511, 0.1568, 2.7603], [2.8238, 1.7087, 1.2959], [2.7946, 1.0183, 0.1932], [2.2428, -0.1413, 0.0251], [3.4862, 1.5940, -0.9833], [4.0925, 2.8462, -0.9139], [4.7196, 3.3777, -2.0282], [4.7538, 2.6586, -3.2166], [4.1568, 1.4067, -3.2895], [3.5210, 0.8768, -2.1797], [5.8690, 3.3258, 3.0617], [5.2042, 1.8558, 2.3416], [5.4296, 1.9697, 4.0982], [3.4996, 3.6903, 2.4457], [3.6935, 3.7707, 4.1939], [1.1437, 1.6113, 4.8298], [2.2777, 2.8152, 5.4083], [2.9567, -0.1529, 5.0851], [2.5369, 0.6353, 6.6130], [4.0182, 1.0884, 5.7714], [4.0692, 3.3924, 0.0184], [5.1920, 4.3495, -1.9701], [5.2530, 3.0714, -4.0836], [4.1966, 0.8404, -4.2114], [3.0601, -0.1000, -2.2293], [-2.5553, -3.8182, -4.1888], [-1.6885, -3.4101, -3.0242], [-0.2113, -3.3917, -3.3475], [-2.1067, -2.0300, -2.6586], [-2.1259, -1.5536, -1.1738], [-0.8431, -1.8043, -0.4395], [-2.5474, 0.1945, -1.3281], [-1.0490, 1.2085, -1.2778], [-0.2584, 0.8848, -0.0551], [-0.2366, 0.8806, -2.5648], [-0.5001, 1.4909, -3.8928], [0.4693, 2.6340, -4.0692], [-0.3405, 0.3898, -4.9111], [-1.5325, 2.6816, -1.3764], [-1.3620, 3.7612, -0.3701], [-2.0764, 3.3957, 0.9137], [0.1051, 4.0813, -0.1806], [-3.2598, -2.3017, -0.3932], [-4.6383, -2.3918, -0.9065], [-5.5279, -1.6286, 0.0497], [-4.9898, -3.8564, -1.0066], [-2.3047, -4.8344, -4.4921], [-2.3819, -3.1525, -5.0356], [-3.6132, -3.7866, -3.9282], [-1.8815, -4.0469, -2.1577], [-0.0214, -2.7320, -4.1945], [0.1164, -4.3966, -3.6133], [0.3711, -3.0520, -2.4920], [-3.1468, 0.4802, -0.4605], [-3.1249, 0.3809, -2.2341], [-1.5277, 1.8604, -3.8914], [1.4961, 2.2700, -4.0159], [0.3231, 3.3906, -3.2984], [0.3074, 3.1006, -5.0418], [0.6773, -0.0037, -4.8734], [-0.5272, 0.7785, -5.9117], [-1.0447, -0.4182, -4.7117], [-1.8653, 4.5931, -0.8558], [-1.5956, 2.5421, 1.3935], [-3.1259, 3.1669, 0.7182], [-2.0403, 4.2453, 1.5952], [0.6230, 3.2648, 0.3238], [0.1955, 4.9804, 0.4290], [0.5879, 4.2764, -1.1392], [-4.6659, -1.9300, -1.8966], [-5.4896, -2.0834, 1.0412], [-6.5593, -1.6546, -0.3004], [-5.2192, -0.5845, 0.1215], [-4.9134, -4.3255, -0.0246], [-4.3265, -4.3761, -1.6979], [-6.0133, -3.9693, -1.3637]],
  "orbital_gap_ev": [7.5, 7.5],
  "multiplicity": 3,
  "total_charge": 2,
  "molar_mass_g_mol": 797.7
}



2.
{
  "formula": "C32H50P2Sn",
  "method": "the ωB97M-V functional and the def2-TZVPD basis",
  "species": ["Sn", "C", "C", "C", "C", "C", "C", "H", "H", "H", "C", "H", "H", "H", "C", "H", "H", "H", "C", "H", "H", "H", "C", "H", "H", "H", "C", "C", "C", "C", "C", "C", "C", "C", "H", "H", "H", "H", "H", "H", "H", "H", "H", "H", "H", "H", "P", "C", "H", "H", "H", "C", "H", "H", "H", "C", "H", "H", "H", "P", "C", "H", "H", "H", "C", "H", "H", "H", "C", "H", "H", "H", "C", "C", "C", "C", "C", "C", "C", "C", "H", "H", "H", "H", "H"],
  "positions_angstrom": [[-0.5616, 0.5582, -3.1504], [1.1339, -1.8638, -0.5420], [0.0793, -2.1278, 0.3648], [-0.8222, -1.9041, -1.7435], [0.6206, -1.8488, -1.8577], [-1.1262, -2.0107, -0.3386], [2.5631, -1.8466, -0.1495], [2.6825, -1.3830, 0.8414], [3.1864, -1.2894, -0.8625], [2.9467, -2.8779, -0.0916], [1.4597, -2.0745, -3.0616], [2.4917, -2.2548, -2.7469], [1.5181, -1.2212, -3.7525], [1.1172, -2.9532, -3.6232], [-1.7623, -2.3854, -2.7906], [-1.4926, -3.4134, -3.0813], [-1.7660, -1.7782, -3.7075], [-2.7875, -2.4322, -2.4118], [-2.4510, -2.1131, 0.3064], [-2.5788, -3.0761, 0.8207], [-3.2752, -2.0086, -0.4073], [-2.5570, -1.3188, 1.0579], [0.2427, -2.8641, 1.6822], [-0.1391, -4.0126, 1.8089], [-0.7972, -3.5019, 1.6400], [1.2787, -3.2646, 1.6041], [1.3243, 2.5778, 1.0240], [1.8237, 1.5101, 1.6614], [1.5220, 1.0544, 3.0567], [0.1421, 1.5092, 3.5704], [-0.9662, 0.9427, 2.7347], [-1.5507, 1.4953, 1.6719], [-1.2720, 2.8565, 1.0978], [0.1354, 3.4591, 1.3659], [2.3025, 1.3788, 3.7622], [0.1416, 2.6043, 3.6303], [1.5381, -0.0363, 3.0824], [0.1250, 3.8399, 2.3961], [1.8000, 2.8794, 0.0832], [2.5960, 0.9153, 1.1557], [0.2293, 4.3526, 0.7200], [-1.4127, 2.8547, 0.0049], [-2.3855, 0.9503, 1.2010], [-2.0370, 3.5468, 1.5062], [0.0131, 1.1604, 4.6059], [-1.2514, -0.0613, 3.0531], [2.6688, 1.1676, -3.8942], [3.8691, 0.1274, -4.8725], [4.7126, 0.7466, -5.2203], [3.3736, -0.3230, -5.7415], [4.2683, -0.6817, -4.2440], [2.7045, 2.5872, -5.0752], [3.7435, 2.8774, -5.2871], [2.1676, 3.4323, -4.6287], [2.2008, 2.2944, -6.0047], [4.0472, 1.7969, -2.8133], [4.8207, 2.2733, -3.4380], [4.4999, 0.9586, -2.2635], [3.6581, 2.5260, -2.0927], [-3.2536, 0.7170, -3.3058], [-4.5863, -0.3625, -2.6097], [-5.5887, 0.0114, -2.8709], [-4.5320, -0.3954, -1.5145], [-4.5210, -1.3926, -2.9782], [-4.0207, 2.3317, -2.8715], [-4.9871, 2.4664, -3.3808], [-3.3573, 3.1556, -3.1567], [-4.1954, 2.3875, -1.7877], [-3.6828, 0.5629, -5.0900], [-4.6461, 1.0496, -5.3057], [-3.7553, -0.4933, -5.3872], [-2.9042, 1.0371, -5.6995], [0.1939, -2.0414, 2.9101], [0.2552, -1.7612, 4.0996], [0.3476, -1.3760, 5.4767], [-0.8203, -1.0681, 6.2016], [-0.7416, -0.6174, 7.5180], [0.5092, -0.4878, 8.1442], [1.6722, -0.8196, 7.4376], [1.5946, -1.2666, 6.1253], [-1.7874, -1.1812, 5.7054], [-1.6588, -0.3703, 8.0510], [0.5659, -0.1366, 9.1778], [2.6443, -0.7272, 7.9251], [2.4995, -1.5283, 5.5699]],
  "orbital_gap_ev": 5.2,
  "multiplicity": 1,
  "total_charge": 2,
  "molar_mass_g_mol": 615.4
}



3.
{
  "formula": "C32H51BCl12F9N2O6S",
  "method": "the ωB97M-V functional and the def2-TZVPD basis",
  "species": ["C", "C", "C", "C", "C", "C", "C", "N", "C", "C", "C", "C", "O", "O", "C", "C", "N", "C", "C", "B", "O", "O", "C", "S", "O", "O", "C", "F", "F", "C", "F", "F", "C", "F", "F", "C", "F", "F", "F", "H", "H", "H", "H", "H", "H", "H", "H", "H", "H", "H", "H", "H", "H", "H", "H", "H", "H", "H", "H", "H", "H", "H", "H", "H", "H", "H", "Cl", "C", "C", "Cl", "H", "H", "H", "H", "Cl", "C", "C", "Cl", "H", "H", "H", "H", "Cl", "C", "C", "Cl", "H", "H", "H", "H", "Cl", "C", "C", "Cl", "H", "H", "H", "H", "Cl", "C", "C", "Cl", "H", "H", "H", "H", "Cl", "C", "C", "Cl", "H", "H", "H", "H"],
  "positions_angstrom": [[1.8235, -2.6860, 4.6701], [1.3160, -1.9147, 3.3105], [2.3234, -2.0986, 2.0727], [1.5826, -2.2802, 0.6427], [1.7437, -0.9725, -0.3108], [0.7535, 0.2329, 0.0452], [-0.5620, 0.3806, -0.8568], [-0.8660, -0.7910, -1.7416], [-0.2987, -0.7937, -3.0862], [0.6715, 0.4049, -3.5634], [1.0919, 0.3568, -5.0959], [2.2817, -0.7270, -5.3311], [2.4391, -1.3605, -6.3963], [3.1827, -0.9355, -4.2289], [-0.5415, -1.9376, -4.1079], [-1.4677, -3.1239, -3.7074], [-1.7620, -4.2122, -4.6532], [-2.0518, -3.0724, -2.2317], [-2.9966, -4.3176, -1.8779], [-1.9734, -5.5572, -1.4801], [-2.2004, -6.8942, -1.9501], [-0.8234, -5.3589, -0.6099], [-1.7129, -1.8934, -1.2477], [-2.4128, -1.9802, 0.4640], [-2.5669, -3.4013, 0.9907], [-1.5301, -1.3172, 1.5190], [-4.0784, -1.0814, 0.6261], [-3.8878, 0.2888, 0.3353], [-4.3982, -1.1841, 2.0239], [-5.2778, -1.7910, -0.1603], [-5.4636, -3.0690, 0.4741], [-4.9207, -1.8925, -1.5301], [-6.6990, -1.0590, -0.0839], [-7.3729, -1.3365, 1.1558], [-6.6725, 0.3415, -0.2612], [-7.7127, -1.6264, -1.2312], [-9.0644, -1.3621, -0.9172], [-7.5847, -3.0127, -1.4479], [-7.4559, -0.9139, -2.4523], [1.2912, -3.6988, 4.7689], [1.5540, -2.0895, 5.6222], [2.9611, -2.8180, 4.6954], [0.2533, -2.2851, 3.1103], [1.3392, -0.7906, 3.5885], [2.9122, -3.0781, 2.2689], [3.1413, -1.2799, 2.0186], [2.1754, -3.1154, 0.0971], [0.5099, -2.6614, 0.7211], [1.7522, -1.3162, -1.3993], [2.8171, -0.5885, -0.0965], [0.5003, 0.1585, 1.1708], [1.3484, 1.2218, -0.0565], [-0.5161, 1.3925, -1.4320], [-1.4421, 0.5537, -0.1222], [1.5684, 0.4901, -2.8477], [0.0770, 1.3906, -3.4150], [1.5341, 1.3627, -5.4492], [0.2387, 0.1050, -5.8184], [3.7623, -0.1311, -4.1609], [-0.0975, -2.0108, -5.1608], [-0.9315, -4.2745, -5.2737], [-2.5609, -3.9809, -5.2709], [-3.5636, -4.6888, -2.8114], [-3.7733, -4.1090, -1.0714], [-2.6511, -6.8325, -2.8264], [-0.0001, -5.2752, -1.1404], [3.4229, 1.8905, -8.3364], [5.1689, 2.1180, -8.0561], [5.7018, 1.1835, -6.9895], [5.0812, 1.5929, -5.3695], [5.3373, 3.1663, -7.7930], [5.6700, 1.9202, -9.0060], [6.7901, 1.2588, -6.9401], [5.4427, 0.1440, -7.1995], [3.3138, 5.9369, -6.7740], [4.8239, 6.8815, -6.7277], [5.9341, 6.2211, -7.5199], [6.4990, 4.7141, -6.7556], [5.1045, 7.0206, -5.6822], [4.5975, 7.8612, -7.1529], [6.7959, 6.8891, -7.5779], [5.6169, 5.9871, -8.5380], [3.2258, 3.3893, 0.5754], [2.6800, 4.8747, -0.2435], [1.1771, 5.0526, -0.1623], [0.3032, 3.8382, -1.1313], [3.0248, 4.8368, -1.2785], [3.1790, 5.7102, 0.2513], [0.8981, 6.0320, -0.5563], [0.8192, 4.9863, 0.8667], [-2.8866, -1.8887, 7.1441], [-2.7883, -1.0984, 5.5506], [-1.3675, -1.0446, 5.0256], [-0.3423, 0.0630, 5.9715], [-3.2214, -0.1003, 5.6406], [-3.4128, -1.6808, 4.8699], [-1.3665, -0.6765, 3.9974], [-0.8984, -2.0300, 5.0334], [-1.9945, 4.7408, 5.1936], [-2.5412, 3.3090, 6.1028], [-2.8953, 3.6431, 7.5383], [-1.4612, 4.0768, 8.5008], [-1.7544, 2.5532, 6.0486], [-3.4212, 2.9228, 5.5837], [-3.3483, 2.7734, 8.0194], [-3.6049, 4.4707, 7.5948], [2.5023, -0.9018, 9.1282], [1.0439, -0.8917, 10.1516], [0.6277, 0.5132, 10.5405], [1.7840, 1.2711, 11.6629], [1.2422, -1.5096, 11.0292], [0.2488, -1.3670, 9.5731], [-0.3371, 0.4850, 11.0514], [0.5304, 1.1597, 9.6660]],
  "orbital_gap_ev": 6.3,
  "multiplicity": 1,
  "total_charge": 1,
  "molar_mass_g_mol": 1199.1
}



4.
{
  "formula": "C32H51BN7ORu",
  "method": "the ωB97M-V functional and the def2-TZVPD basis",
  "species": ["Ru", "C", "C", "C", "C", "N", "N", "B", "N", "N", "C", "C", "C", "C", "C", "C", "C", "C", "N", "N", "C", "C", "C", "C", "C", "C", "C", "C", "C", "C", "C", "C", "H", "H", "H", "H", "H", "H", "H", "H", "H", "H", "H", "H", "H", "H", "H", "H", "H", "H", "H", "H", "H", "H", "H", "H", "H", "H", "H", "H", "H", "H", "H", "H", "H", "H", "H", "H", "H", "H", "H", "H", "O", "C", "C", "C", "C", "C", "C", "C", "C", "N", "H", "H", "H", "H", "H", "H", "H", "H", "H", "H", "H"],
  "positions_angstrom": [[-0.0769, -0.1420, -0.1806], [-4.8994, 2.1668, 1.0238], [-3.5595, 2.2004, 0.3550], [-3.0378, 3.1874, -0.4554], [-1.7612, 2.7987, -0.8069], [-1.5059, 1.5595, -0.2483], [-2.6369, 1.2495, 0.4825], [-2.6938, 0.0526, 1.4256], [-2.6195, -1.2751, 0.6519], [-1.5175, -1.5986, -0.0956], [-1.6865, -2.8770, -0.5664], [-2.9108, -3.3215, -0.1270], [-3.4793, -2.2919, 0.6326], [-4.8090, -2.2717, 1.3135], [-0.6959, -3.6035, -1.4479], [-0.9877, -5.1034, -1.4143], [-0.8734, -3.0948, -2.8911], [0.7343, -3.3716, -0.9290], [-1.4233, 0.1155, 2.3208], [-0.1907, -0.0464, 1.7646], [0.7491, -0.0783, 2.7788], [0.0668, 0.1064, 3.9542], [-1.2971, 0.2214, 3.6383], [-2.4479, 0.4398, 4.5636], [2.2408, -0.3919, 2.6794], [2.3950, -1.8631, 3.1385], [3.0353, 0.5312, 3.6237], [2.8475, 1.2395, 0.7986], [-0.8208, 3.6481, -1.6425], [-0.4629, 2.9059, -2.9321], [0.4366, 3.9629, -0.8135], [-1.5013, 4.9623, -2.0193], [-5.4881, 3.0188, 0.6960], [-4.8041, 2.2188, 2.1103], [-5.4526, 1.2568, 0.7853], [-3.5441, 4.0999, -0.7408], [-3.6765, 0.0846, 2.1025], [-3.3525, -4.2909, -0.3157], [-5.3510, -3.1830, 1.0813], [-5.4092, -1.4200, 0.9892], [-4.7020, -2.2036, 2.3977], [-1.9703, -5.3290, -1.8372], [-0.9430, -5.5011, -0.3958], [-0.2440, -5.6305, -2.0169], [-1.8544, -3.3897, -3.2710], [-0.1173, -3.5340, -3.5511], [-0.8228, -2.0095, -2.9425], [0.8575, -3.8066, 0.0654], [0.9766, -2.3031, -0.8534], [1.4707, -3.8258, -1.5973], [0.4885, 0.1236, 4.9510], [-2.0881, 0.5139, 5.5862], [-3.1666, -0.3809, 4.5064], [-2.9798, 1.3605, 4.3148], [1.7694, -2.0478, 4.0105], [3.4234, -2.0828, 3.4381], [2.0933, -2.5712, 2.3544], [2.8868, 0.2325, 4.6634], [2.7381, 1.5799, 3.5333], [4.1112, 0.4531, 3.4196], [2.1073, 2.0239, -1.0241], [3.7835, 1.6786, 1.1377], [2.0380, 1.8222, 1.2232], [-0.0178, 1.9576, -2.6888], [0.2417, 3.4927, -3.5335], [-1.3558, 2.7222, -3.5373], [0.6749, 3.1355, -0.1374], [0.2816, 4.8366, -0.1764], [1.2902, 4.1913, -1.4676], [-2.3648, 4.7937, -2.6690], [-0.7944, 5.5982, -2.5599], [-1.8313, 5.5095, -1.1324], [0.6573, -0.2403, -2.3235], [1.8553, -0.9672, -2.7791], [2.7830, -0.1087, -3.6305], [3.3381, 1.1778, -2.9515], [3.6350, 0.9014, -1.5171], [4.7734, 0.1316, -1.1544], [5.0110, -0.5955, 0.0213], [4.1313, -0.8622, 1.0467], [2.7781, -0.2291, 1.2415], [2.7494, 1.3365, -0.6564], [0.0978, -0.0682, -3.0907], [1.5336, -1.8458, -3.3307], [2.3620, -1.3097, -1.8810], [2.2752, 0.1888, -4.5514], [3.6139, -0.7541, -3.9272], [2.6256, 2.0000, -3.0394], [4.2534, 1.4817, -3.4617], [5.5248, 0.0371, -1.9335], [5.9703, -1.1045, 0.0627], [4.4462, -1.6000, 1.7761], [2.0726, -0.7818, 0.5859]],
  "orbital_gap_ev": [6.9, 5.9],
  "multiplicity": 5,
  "total_charge": 3,
  "molar_mass_g_mol": 661.7
}